No. 1
The following is a quantum chemistry calculation of a structure of composition H22NeO11 at a distorted geometry, from the Open Molecules 2025 dataset.

Output
HOMO level, eV: -9.22
Spin multiplicity: 1
Energy relative to the best compared isomer or geometry (same formula, charge and spin), kcal per mole: 26.6
HOMO-LUMO gap, Ha: 0.3305

Last column: natural (NBO) charge in e.
Element x y z (Å)
Ne -3.00 -15.63 -4.56  0.00
O -3.12 -19.08 -4.23  -0.97
H -3.74 -19.74 -3.92  0.47
H -2.47 -19.01 -3.53  0.49
O 0.38 -17.40 -5.10  -0.96
H 0.62 -18.29 -4.83  0.46
H -0.51 -17.48 -5.44  0.49
O -5.12 -17.27 -3.73  -0.98
H -4.39 -17.85 -3.95  0.50
H -5.89 -17.70 -4.09  0.47
O -1.39 -18.68 -2.30  -0.93
H -0.93 -17.84 -2.29  0.49
H -0.73 -19.30 -2.62  0.47
O -4.11 -15.52 -7.59  -0.95
H -4.99 -15.23 -7.35  0.48
H -3.78 -14.82 -8.15  0.47
O -5.85 -13.05 -4.51  -0.94
H -5.87 -13.07 -5.46  0.47
H -6.65 -12.58 -4.26  0.48
O -4.96 -14.76 -2.63  -1.00
H -5.20 -14.16 -3.34  0.48
H -4.86 -15.61 -3.06  0.49
O -1.91 -17.41 -7.09  -0.96
H -1.32 -16.74 -7.45  0.46
H -2.74 -16.96 -6.96  0.50
O -0.68 -14.41 -1.30  -0.96
H -0.14 -15.19 -1.39  0.46
H -0.59 -13.97 -2.15  0.50
O -3.37 -14.80 -0.30  -0.99
H -3.76 -14.73 -1.18  0.49
H -2.43 -14.75 -0.45  0.48
O -0.10 -12.79 -3.52  -0.95
H -0.37 -11.88 -3.68  0.48
H 0.07 -13.14 -4.40  0.48

=====

No. 2
The following is a quantum chemistry calculation of a cluster of 4 separate species, C42H76O11 in total at a distorted geometry, from the Open Molecules 2025 dataset.

Output
HOMO level, eV: -10.01
Spin multiplicity: 1
Energy relative to the best compared isomer or geometry (same formula, charge and spin), kcal per mole: 0.0
SMILES: CCCCCCCCCCCCCCCCCCC1=C(CCCCCCOC(C)=O)C(=O)OC1=O.CCOC(C)=O.CCOC(C)=O.CCOC(C)=O
HOMO-LUMO gap, Ha: 0.3287

Last column: Mulliken charge in e.
Element x y z (Å)
C 6.40 -1.50 -1.34  -0.41
C 7.40 -0.55 -0.55  -0.52
C 7.40 0.99 -1.01  -0.74
C 5.99 1.53 -1.55  -0.13
C 4.81 1.53 -0.47  -0.41
C 3.41 2.03 -1.10  -0.84
C 2.94 0.99 -2.24  1.10
C 3.11 1.60 -3.71  -0.86
C 2.79 0.56 -4.90  -0.65
C 3.62 -0.81 -4.79  -0.20
C 2.69 -2.10 -4.49  -0.60
C 3.11 -2.90 -3.16  0.08
C 1.84 -3.24 -2.20  0.01
C 1.10 -4.60 -2.61  -0.79
C -0.44 -4.45 -3.00  -0.85
C -1.28 -3.47 -2.06  0.08
C -1.47 -4.02 -0.55  -0.79
C -2.66 -3.20 0.18  -0.54
C -2.15 -1.74 0.56  -0.01
C -2.85 -0.52 0.30  0.53
C -4.27 -0.33 -0.38  0.05
C -4.70 1.23 -0.55  -0.50
C -5.55 1.29 -1.93  -0.74
C -4.71 1.79 -3.19  -0.33
C -3.29 1.08 -3.38  -0.07
C -3.29 -0.20 -4.34  -0.04
O -2.99 0.13 -5.73  -0.35
C -4.09 0.77 -6.35  0.62
C -5.57 0.16 -6.41  -0.79
O -3.93 1.89 -6.87  -0.54
C -1.82 0.55 0.85  0.18
O -1.76 1.78 0.72  -0.58
O -0.73 -0.02 1.61  -0.20
C -0.78 -1.40 1.28  0.52
O 0.18 -2.11 1.61  -0.57
H 6.32 -2.48 -0.73  0.34
H 6.82 -1.83 -2.36  0.27
H 5.33 -1.11 -1.43  -0.25
H 7.28 -0.68 0.59  0.29
H 8.46 -0.94 -0.77  0.29
H 8.22 1.24 -1.77  0.35
H 7.65 1.62 -0.07  0.26
H 6.16 2.63 -1.85  0.37
H 5.68 0.98 -2.50  -0.10
H 4.65 0.46 -0.07  0.13
H 5.06 2.24 0.40  0.39
H 3.49 3.10 -1.53  0.35
H 2.59 2.02 -0.30  0.22
H 1.88 0.58 -2.06  0.30
H 3.67 0.10 -2.16  -0.93
H 2.38 2.49 -3.85  0.36
H 4.18 2.02 -3.81  0.23
H 1.66 0.39 -4.98  0.23
H 3.12 1.10 -5.87  0.26
H 4.16 -1.00 -5.79  0.52
H 4.45 -0.68 -4.02  -0.01
H 1.59 -1.82 -4.45  0.14
H 2.82 -2.80 -5.38  0.31
H 3.75 -2.17 -2.54  -0.68
H 3.75 -3.81 -3.38  0.55
H 1.19 -2.31 -2.22  -0.18
H 2.29 -3.41 -1.16  0.26
H 1.64 -4.99 -3.55  0.42
H 1.29 -5.42 -1.82  0.31
H -0.91 -5.50 -2.88  0.32
H -0.57 -4.13 -4.08  0.29
H -2.35 -3.45 -2.50  0.32
H -0.93 -2.38 -2.08  -0.05
H -0.47 -3.90 -0.02  0.21
H -1.72 -5.13 -0.58  0.44
H -3.03 -3.72 1.13  0.37
H -3.57 -3.10 -0.51  0.18
H -5.04 -0.83 0.32  -0.24
H -4.34 -0.86 -1.39  0.06
H -3.80 1.92 -0.71  0.31
H -5.38 1.58 0.30  0.43
H -6.08 0.29 -2.07  0.28
H -6.40 2.06 -1.78  0.37
H -5.40 1.71 -4.11  0.08
H -4.52 2.92 -3.06  0.27
H -2.60 1.86 -3.87  0.42
H -2.77 0.77 -2.41  -0.10
H -4.23 -0.83 -4.20  0.15
H -2.42 -0.87 -3.99  -0.13
H -5.73 -0.37 -7.41  0.31
H -6.30 1.04 -6.32  0.30
H -5.82 -0.55 -5.56  0.22
C 1.71 -1.20 4.22  -0.78
C 2.97 -0.94 5.03  -0.54
O 3.66 0.22 4.55  -0.38
C 3.39 1.48 4.94  0.64
C 2.11 1.75 5.68  -0.39
O 4.12 2.38 4.62  -0.58
H 1.00 -0.38 4.31  0.21
H 1.23 -2.12 4.56  0.40
H 1.96 -1.30 3.16  0.27
H 2.77 -0.87 6.10  0.40
H 3.66 -1.78 4.90  0.33
H 1.33 2.02 4.97  0.25
H 2.28 2.58 6.37  -0.20
H 1.77 0.91 6.29  0.31
C -8.82 -4.43 1.96  -1.06
C -7.62 -3.93 1.18  -0.28
O -7.85 -2.62 0.66  -0.37
C -7.63 -1.48 1.35  0.86
C -7.41 -1.56 2.83  -1.13
O -7.69 -0.41 0.79  -0.56
H -9.02 -3.80 2.83  0.28
H -8.66 -5.45 2.30  0.37
H -9.71 -4.40 1.33  0.30
H -6.69 -3.97 1.76  0.24
H -7.46 -4.58 0.32  0.37
H -8.37 -1.43 3.34  0.32
H -6.74 -0.75 3.13  0.31
H -6.94 -2.49 3.16  0.38
C 3.84 5.07 7.33  -0.88
C 2.46 5.47 6.86  -0.19
O 1.78 6.25 7.86  -0.38
C 1.91 7.59 7.99  0.70
C 3.02 8.29 7.26  -0.87
O 1.18 8.19 8.74  -0.57
H 4.48 5.95 7.49  0.34
H 4.33 4.43 6.59  0.28
H 3.79 4.54 8.28  0.29
H 2.47 5.99 5.90  0.29
H 1.86 4.57 6.72  0.18
H 3.89 8.35 7.92  0.24
H 2.69 9.29 7.01  0.30
H 3.31 7.81 6.33  0.32

=====

No. 3
The following is a quantum chemistry calculation of a structure of composition C12H15BeK5N3O8S2 at a distorted geometry, from the Open Molecules 2025 dataset.

Output
HOMO level, eV: -14.28
Spin multiplicity: 1
HOMO-LUMO gap, Ha: 0.0649
Total charge: +3

Last column: natural (NBO) charge in e.
Element x y z (Å)
K 24.03 -12.74 9.21  0.98
K 23.19 -6.25 10.06  0.98
K 18.63 -9.94 8.80  0.98
K 21.10 -12.83 6.94  0.98
K 19.56 -7.83 12.04  1.00
Be 22.34 -9.20 7.35  1.11
S 19.41 -9.90 5.55  2.53
O 19.64 -10.67 4.33  -0.81
O 19.54 -8.48 5.14  -0.82
O 18.09 -10.11 6.12  -0.97
O 20.47 -10.14 6.54  -1.17
S 21.79 -10.32 10.10  2.62
O 22.59 -11.12 10.98  -1.06
O 22.48 -9.05 9.76  -1.13
O 21.63 -11.04 8.79  -1.19
O 20.45 -10.18 10.68  -1.11
N 19.41 -12.05 12.31  -0.55
C 18.21 -12.03 12.99  -0.11
C 18.05 -13.28 13.54  -0.27
C 19.17 -14.04 13.22  -0.26
C 20.01 -13.28 12.44  -0.11
H 19.81 -11.24 11.86  0.41
H 17.65 -11.11 13.15  0.19
H 17.17 -13.60 14.07  0.25
H 19.33 -15.08 13.48  0.24
H 20.93 -13.51 11.94  0.19
N 24.37 -11.89 12.95  -0.56
C 25.73 -11.64 12.94  -0.11
C 26.24 -12.22 14.08  -0.26
C 25.20 -12.77 14.83  -0.27
C 24.05 -12.56 14.09  -0.06
H 23.63 -11.62 12.32  0.42
H 26.25 -11.09 12.17  0.20
H 27.28 -12.21 14.36  0.24
H 25.34 -13.31 15.75  0.25
H 23.05 -12.96 14.22  0.22
N 25.91 -8.87 9.79  -0.52
C 25.49 -8.54 11.04  -0.12
C 26.05 -7.32 11.39  -0.32
C 26.83 -6.91 10.30  -0.31
C 26.78 -7.89 9.34  -0.08
H 25.59 -9.63 9.23  0.39
H 24.70 -9.07 11.56  0.22
H 25.88 -6.77 12.30  0.24
H 27.44 -6.02 10.32  0.26
H 27.30 -7.93 8.39  0.24

=====

No. 4
The following is a quantum chemistry calculation of a structure of composition C30H33BrGaN2O6SSi, from the Open Molecules 2025 dataset.

Output
HOMO level, eV: -5.26
Spin multiplicity: 1
Energy relative to the best compared isomer or geometry (same formula, charge and spin), kcal per mole: 14.1
HOMO-LUMO gap, Ha: 0.2828
Total charge: -1

Last column: Mulliken charge in e.
Element x y z (Å)
Ga 0.16 1.31 -1.04  1.37
O 0.11 1.85 1.17  -0.53
C 1.43 2.12 1.67  3.97
C 2.44 2.00 0.50  -0.14
O 3.63 2.10 0.75  -0.72
O 1.93 1.83 -0.68  -0.10
C 1.47 3.56 2.18  -1.47
C 2.63 4.07 2.80  -0.02
C 2.65 5.36 3.31  -0.94
C 1.52 6.17 3.21  -0.32
C 0.38 5.68 2.58  -1.14
C 0.36 4.38 2.07  -0.04
C 1.74 1.10 2.78  -0.95
C 1.33 1.34 4.09  -0.16
C 1.51 0.39 5.08  -0.90
C 2.11 -0.83 4.78  -0.39
C 2.52 -1.08 3.47  -1.03
C 2.34 -0.12 2.48  -0.15
H -0.22 1.07 1.63  0.24
H 3.50 3.43 2.87  0.46
H 3.55 5.73 3.78  0.37
H 1.53 7.17 3.62  0.38
H -0.50 6.31 2.48  0.40
H -0.52 4.01 1.56  0.34
H 0.86 2.29 4.33  0.47
H 1.20 0.61 6.10  0.39
H 2.26 -1.57 5.55  0.40
H 2.99 -2.03 3.21  0.45
H 2.69 -0.33 1.47  0.47
C 1.63 1.79 -4.40  -1.46
C 0.20 1.33 -4.28  0.83
C -0.61 1.09 -5.37  -0.79
C -1.92 0.62 -5.14  -0.47
C -2.38 0.38 -3.87  -0.66
C -1.51 0.64 -2.79  0.22
N -0.27 1.13 -3.05  0.00
N -1.68 0.49 -1.46  0.33
Si -2.92 -0.39 -0.67  0.10
C -4.55 0.49 -0.80  -1.14
C -3.07 -2.10 -1.39  -0.98
C -2.49 -0.51 1.13  -0.22
H 1.74 2.49 -5.22  0.48
H 2.28 0.93 -4.57  0.22
H 1.95 2.26 -3.47  0.24
H -0.24 1.24 -6.38  0.44
H -2.58 0.45 -5.99  0.40
H -3.39 0.02 -3.69  0.30
H -4.93 0.51 -1.84  0.29
H -4.41 1.52 -0.47  0.28
H -5.32 0.01 -0.17  0.32
H -3.85 -2.17 -2.17  0.41
H -3.32 -2.83 -0.61  0.38
H -2.11 -2.39 -1.83  0.21
H -2.79 0.40 1.68  0.34
H -1.41 -0.64 1.24  -0.61
H -2.98 -1.37 1.60  0.51
Br -0.68 3.61 -1.14  -0.58
C -0.92 -7.01 -0.50  -1.52
C -0.36 -5.61 -0.61  1.11
C -0.60 -4.66 0.38  -1.01
C -0.07 -3.37 0.29  -0.07
C 0.71 -3.03 -0.81  0.17
C 0.96 -3.97 -1.81  -0.67
C 0.42 -5.24 -1.71  -0.76
S 1.50 -1.46 -0.92  1.39
O 1.47 -1.05 -2.31  -0.66
O 2.82 -1.62 -0.35  -0.80
O 0.61 -0.55 -0.10  -0.66
H -1.75 -7.05 0.22  0.34
H -0.16 -7.72 -0.16  0.30
H -1.29 -7.37 -1.46  0.37
H -1.22 -4.92 1.23  0.32
H -0.26 -2.64 1.06  0.22
H 1.56 -3.69 -2.67  0.47
H 0.62 -5.97 -2.49  0.34

=====

No. 5
The following is a quantum chemistry calculation of an isolated molecule of C3H4O3 at a distorted geometry, from the Open Molecules 2025 dataset.

Output
HOMO level, eV: -9.62
Spin multiplicity: 1
Energy relative to the best compared isomer or geometry (same formula, charge and spin), kcal per mole: 49.5
SMILES: O=CC(=O)CO
HOMO-LUMO gap, Ha: 0.3285

Last column: natural (NBO) charge in e.
Element x y z (Å)
O -0.92 -0.95 -1.36  -0.45
C -1.26 0.02 -0.74  0.31
C -0.57 0.31 0.59  0.46
O -1.08 0.85 1.55  -0.48
C 0.87 -0.16 0.62  -0.17
O 1.39 -0.58 -0.62  -0.69
H -2.01 0.73 -1.14  0.14
H 0.91 -0.98 1.36  0.22
H 1.44 0.68 1.04  0.20
H 1.24 0.08 -1.31  0.47

=====

No. 6
The following is a quantum chemistry calculation of a structure of composition C31H24BrIN2O2RuS at a distorted geometry, from the Open Molecules 2025 dataset.

Output
HOMO level (spin up / spin down), eV: -14.02 / -14.03
Spin multiplicity: 5
HOMO-LUMO gap (spin up / spin down), Ha: 0.2703 / 0.1634
Total charge: +2

Last column: Löwdin spin population.
Element x y z (Å)
Ru -0.66 1.13 0.46  2.51
C 1.02 -1.01 -4.77  0.00
C 0.43 -2.41 -4.62  0.02
C 1.59 -3.45 -4.55  0.02
C -0.43 -2.74 -5.86  0.02
C -0.40 -2.56 -3.38  0.15
C -1.02 -3.84 -3.11  0.16
C -1.80 -4.07 -2.01  0.00
C -1.98 -3.02 -1.12  0.20
S -2.88 -2.99 0.34  0.08
C -2.38 -1.32 0.58  0.10
N -1.62 -0.83 -0.37  0.07
C -1.36 -1.74 -1.35  0.14
C -0.58 -1.53 -2.47  -0.01
C -2.72 -0.53 1.72  0.03
C -3.70 -0.86 2.66  0.04
C -3.97 0.00 3.71  0.03
C -3.26 1.19 3.84  0.05
C -2.26 1.53 2.93  0.03
C -2.01 0.68 1.87  -0.04
H 1.64 -0.97 -5.66  0.00
H 1.65 -0.74 -3.92  0.00
H 0.23 -0.27 -4.89  0.00
H 2.22 -3.31 -5.43  0.00
H 1.22 -4.47 -4.57  0.00
H 2.19 -3.30 -3.66  0.00
H 0.20 -2.72 -6.74  0.00
H -1.22 -2.00 -5.98  0.00
H -0.89 -3.73 -5.80  0.00
H -0.86 -4.66 -3.80  0.01
H -2.26 -5.03 -1.85  0.00
H -0.14 -0.56 -2.62  0.00
H -4.25 -1.80 2.57  0.00
H -4.74 -0.24 4.43  0.00
H -3.47 1.86 4.67  0.00
H -1.68 2.43 3.06  0.00
Br -3.42 5.68 0.26  0.00
C -1.70 5.74 1.03  0.00
C -1.42 6.70 2.00  0.00
C -0.16 6.76 2.57  0.00
C 0.84 5.89 2.17  0.00
C 0.58 4.93 1.20  0.00
C -0.69 4.86 0.66  0.02
I -1.11 3.38 -0.83  0.08
H -2.20 7.39 2.29  0.00
H 0.04 7.51 3.33  0.00
H 1.83 5.95 2.60  0.00
H 1.37 4.26 0.89  0.00
O 1.27 2.00 2.23  0.07
C 1.60 0.84 2.06  0.02
N 0.82 0.01 1.28  0.12
C 1.34 -1.28 1.23  0.02
O 0.82 -2.21 0.64  0.02
C 2.59 -1.24 2.04  0.01
C 3.50 -2.24 2.29  0.00
C 4.60 -1.91 3.09  0.00
C 4.76 -0.63 3.60  0.00
C 3.84 0.38 3.33  0.00
C 2.75 0.05 2.55  0.01
H 3.37 -3.24 1.89  0.00
H 5.34 -2.67 3.32  0.00
H 5.63 -0.41 4.21  0.00
H 3.97 1.38 3.73  0.00